The following is a quantum chemistry calculation of 7 unconnected molecules or ions with the total composition C23H23Cl9N4, from the Open Molecules 2025 dataset.

**Expectation value of S²**: 0.75

```
! RIJCOSX wB97M-V def2-TZVPD def2/J DEFGRID3
* xyz -1 2
N -5.3477 -0.6390 -3.6969
C -5.4543 0.7369 -3.7587
C -5.0685 1.6228 -2.7902
C -4.2443 1.1272 -1.7996
C -4.0117 -0.2633 -1.7249
C -4.6763 -1.1055 -2.6150
H -5.9515 1.1782 -4.6098
H -5.2856 2.6755 -2.8947
H -3.6439 1.8369 -1.2499
H -3.3568 -0.6690 -0.9680
H -4.5991 -2.1817 -2.5666
N -1.7300 -2.9665 -1.1481
C -2.2573 -4.2116 -1.0550
C -1.5232 -5.3917 -1.0698
C -0.1356 -5.2985 -1.1308
C 0.4357 -4.0822 -1.3293
C -0.3715 -2.9171 -1.2366
H -3.3144 -4.3725 -0.9035
H -2.0748 -6.3173 -0.9974
H 0.5467 -6.1341 -1.0807
H 1.4881 -3.8399 -1.3382
H 0.1318 -1.9616 -1.2493
N 6.9261 1.1313 -0.3212
C 6.2380 1.7368 -1.3074
C 4.9205 1.4526 -1.6074
C 4.3406 0.3989 -0.9251
C 4.9849 -0.2402 0.1525
C 6.2669 0.1909 0.4718
H 6.8116 2.4700 -1.8549
H 4.4422 1.8940 -2.4692
H 3.3199 0.0535 -0.9968
H 4.4626 -1.0506 0.6391
H 6.9352 -0.2375 1.2041
N -2.0043 -3.0086 3.7439
C -2.2107 -2.3781 2.5488
C -2.4946 -1.0249 2.4224
C -2.7768 -0.3427 3.6302
C -2.3894 -0.9177 4.8769
C -2.0851 -2.2942 4.9035
H -2.0020 -2.9212 1.6390
H -2.4465 -0.3951 1.5464
H -3.0775 0.6897 3.5298
H -2.4015 -0.2046 5.6880
H -1.7726 -2.8210 5.7930
C 1.0074 5.3487 -1.1784
Cl 2.2042 3.9844 -1.5104
Cl 0.9130 5.5294 0.6137
Cl -0.6909 5.0812 -1.8126
H 1.4326 6.1688 -1.7570
C 4.3584 3.1229 2.1762
Cl 5.6346 3.0497 3.5024
Cl 4.0244 4.8483 2.1013
Cl 2.9309 2.2006 2.4302
H 4.7404 2.8508 1.1923
C 0.0981 1.8675 0.4202
Cl 0.9029 0.2694 0.1506
Cl -0.7257 1.9066 1.9941
Cl -1.1745 2.0643 -0.8633
H 0.8010 2.7001 0.4460
*
```

=====

The following is a quantum chemistry calculation of a gas-phase ion, H4N5 (charge +1), from the Open Molecules 2025 dataset.

**Structure (SMILES)**: [H]/N=N/N=[NH+]\N
**Relative energy (zero: lowest compared OMol25 entry of this formula, charge and spin)**: 118.28 kcal/mol

```
! RIJCOSX wB97M-V def2-TZVPD def2/J DEFGRID3
* xyz 1 1
N 2.4852 0.3226 0.1991
N 0.4684 -0.7481 -0.0122
N 1.3892 -0.0244 -0.0823
N -1.5531 0.3058 0.0932
N -0.8398 -0.8263 0.2837
H 3.0484 0.8957 -0.4148
H -2.2117 0.5556 -0.5949
H -1.4205 1.0122 0.7717
H -1.3660 -1.4932 -0.2433
*
```

=====

The following is a quantum chemistry calculation of a molecular structure, C6H6ClNO3, from the Open Molecules 2025 dataset.

**Relative energy (zero: lowest compared OMol25 entry of this formula, charge and spin)**: 91.82 kcal/mol

```
! RIJCOSX wB97M-V def2-TZVPD def2/J DEFGRID3
* xyz 0 1
C 0.9741 -0.5128 1.2922
C 1.0357 0.1971 0.1633
C -0.1849 -1.1525 1.8658
C -0.1389 0.5681 -0.7022
C -1.3025 -1.4553 0.8032
C -1.4965 0.2365 -0.0537
N -2.5110 -0.0993 -1.0182
O -3.6430 0.1297 -0.6565
O -0.2494 -1.5211 3.0109
O -2.2994 -0.5472 -2.1238
Cl -2.8945 -1.8444 1.5158
H 1.7901 -0.4862 1.9111
H 1.9618 0.3866 -0.4032
H 0.0493 1.5938 -0.8944
H -0.1023 -0.1297 -1.4974
H -1.2493 -2.0564 -0.1347
H -2.0104 0.9217 0.5394
*
```

=====

The following is a quantum chemistry calculation of a molecular structure, C5H11N, from the Open Molecules 2025 dataset.

**Relative energy (zero: lowest compared OMol25 entry of this formula, charge and spin)**: 129.49 kcal/mol

```
! RIJCOSX wB97M-V def2-TZVPD def2/J DEFGRID3
* xyz 0 1
C 0.4617 1.4435 1.1144
C -0.7884 1.0442 0.3055
C -0.3938 -0.0925 -0.6119
C -0.5750 -1.4951 0.0337
N 0.3750 -1.6853 1.0691
C 0.3972 -0.0493 -1.8014
H 0.2950 2.1259 1.9517
H 0.8336 0.4475 1.5194
H 1.2511 1.9021 0.5269
H -1.5723 0.5471 0.8913
H -1.2719 1.9746 0.0057
H -1.5705 -1.4986 0.4538
H -0.5458 -2.2230 -0.8154
H 1.1450 -2.2354 0.6847
H 0.6017 0.9298 -2.2256
H 0.3245 -0.9650 -2.4128
H 1.0328 -0.1704 -0.6890
*
```

=====

The following is a quantum chemistry calculation of 2 unconnected molecules or ions with the total composition C5H7N, from the Open Molecules 2025 dataset.

**Structure (SMILES)**: [H]/N=C\C.C1=CC=1
**Relative energy (zero: lowest compared OMol25 entry of this formula, charge and spin)**: 133.33 kcal/mol

```
! RIJCOSX wB97M-V def2-TZVPD def2/J DEFGRID3
* xyz 0 1
C -0.6014 1.2920 -2.9197
C -1.0247 0.1077 -2.4298
C 0.3068 -0.6701 1.0111
C -1.1242 1.2791 -1.6027
C 0.2252 0.0415 2.3413
N 1.2966 -1.2920 0.5376
H -0.1419 1.7848 -3.7655
H -1.1056 -0.8827 -2.6418
H -0.5884 -0.6396 0.5610
H -0.7822 0.3284 2.3635
H 1.1072 0.8302 2.4725
H 0.2470 -0.7489 3.0972
H 2.1856 -1.4303 0.9753
*
```

=====

The following is a quantum chemistry calculation of 12 unconnected molecules or ions with the total composition C18H60N12O12, from the Open Molecules 2025 dataset.

**Structure (SMILES)**: NC(N)=O.NC(N)=O.NC(N)=O.NC(N)=O.NC(N)=O.NC(N)=O.CC(C)O.CC(C)O.CC(C)O.CO.CO.CO
**Relative energy (zero: lowest compared OMol25 entry of this formula, charge and spin)**: 252.69 kcal/mol

```
! RIJCOSX wB97M-V def2-TZVPD def2/J DEFGRID3
* xyz 0 1
C 4.7241 -1.7427 -1.5258
O 5.8681 -1.3747 -0.7858
H 4.1311 -0.8957 -1.8288
H 4.1961 -2.4217 -0.8368
H 5.2131 -2.3117 -2.3838
H 6.1201 -0.5547 -1.2368
C 4.5531 -0.3307 2.0162
O 4.7661 -0.4017 3.4032
H 5.3021 -0.8257 1.4962
H 4.5441 0.7643 1.7932
H 3.5581 -0.6457 1.8692
H 3.8281 -0.4897 3.7082
C 0.2811 -0.1057 4.0772
O 1.2581 -0.4047 3.0972
H -0.5479 -0.8507 4.0572
H -0.0909 0.8893 3.7232
H 0.8361 -0.1527 5.0102
H 0.7741 -0.5217 2.2352
C -3.0129 -0.0477 2.1692
O -2.6149 0.6283 3.3022
N -2.5509 0.3203 1.0002
N -3.6479 -1.1817 2.1792
H -2.0989 1.2903 1.0022
H -2.6249 -0.2497 0.1462
H -3.9909 -1.6157 3.0632
H -4.3309 -1.2357 1.4502
C -3.0979 -1.8737 -2.0168
O -3.0509 -3.2317 -2.1348
N -4.0939 -1.2087 -2.5738
N -2.3239 -1.1757 -1.2388
H -4.8569 -1.6937 -3.0778
H -4.1899 -0.1997 -2.6078
H -1.6069 -1.7487 -0.7308
H -2.0039 -0.2967 -1.6048
C -1.6339 -3.9077 1.3572
O -1.0609 -5.1207 1.1712
N -2.6199 -3.4067 0.6672
N -1.2389 -3.1927 2.3352
H -2.6919 -3.7167 -0.3438
H -3.0989 -2.6237 1.0792
H -0.4179 -3.4947 2.9142
H -1.8049 -2.3917 2.6742
C -3.0809 1.7983 -2.7508
O -2.0159 1.6483 -1.8928
N -4.3149 1.7003 -2.4488
N -2.8729 2.0683 -3.9718
H -4.6909 1.5553 -1.5178
H -5.0619 2.0533 -3.1358
H -2.0179 2.1583 -4.3868
H -3.6859 2.3323 -4.5258
C 0.7431 -0.7097 -0.1358
O 1.8491 -1.5267 -0.3418
N 0.4691 0.4453 -0.6478
N -0.1339 -1.0057 0.7872
H 0.8311 0.6233 -1.5788
H -0.3219 1.0243 -0.4608
H -0.1919 -1.9797 1.1952
H -0.9729 -0.4577 0.8022
C 1.8351 -3.5797 2.8322
O 2.8561 -2.9087 3.4472
N 1.6401 -3.5377 1.5812
N 1.0071 -4.3527 3.5312
H 2.1651 -2.8537 1.0162
H 1.0431 -4.1157 1.0512
H 1.0291 -4.3527 4.5392
H 0.4821 -5.1527 3.2452
C -3.1859 3.3603 0.6852
C -1.7389 3.5213 1.1242
C -1.6619 4.0263 2.5792
O -1.0359 2.5123 1.0522
H -3.8319 2.7613 1.4022
H -3.2839 2.7803 -0.2838
H -3.5959 4.3993 0.6932
H -1.1829 4.2793 0.5652
H -2.2969 4.8993 2.6922
H -0.7189 4.1403 2.8782
H -2.2109 3.2653 3.1752
H -0.0929 2.7463 0.9572
C 2.1761 -0.8377 -3.8018
C 1.1321 0.2763 -3.9978
C -0.2009 -0.4267 -3.9028
O 1.0671 1.2403 -3.1878
H 3.0811 -0.4697 -4.2398
H 1.8301 -1.6657 -4.3028
H 2.1881 -1.3157 -2.8118
H 1.1911 0.6333 -5.0318
H -0.3259 -0.8657 -2.9488
H -0.3979 -1.1857 -4.7188
H -0.9999 0.2673 -4.1248
H 0.6671 1.9813 -3.6728
C 3.6091 1.9483 -0.9868
C 2.8001 2.6783 0.0312
C 1.8751 3.8113 -0.4598
O 2.0561 1.9843 0.7662
H 3.0441 1.3733 -1.6248
H 4.2751 1.2463 -0.4458
H 4.1931 2.6783 -1.5368
H 3.5741 3.0983 0.6692
H 1.0961 3.4293 -1.0388
H 2.4551 4.5953 -1.0228
H 1.5481 4.5003 0.3132
H 1.6591 1.2103 0.2492
*
```

=====

For each record above, in turn, the calculated E_tot values are -142883.6822; -7502.1530; -26469.0954; -6847.9134; -6782.7307; -62084.2678 eV.